{"formula": "C3H4Cl2S", "method": "wB97M-V/def2-TZVPD", "smiles": "S[C@H]1[C@@H](Cl)[C@H]1Cl", "homo_energy_ev": -9.31, "energy_ev": -39054.376, "e_lumo_ev": 0.63, "spin_multiplicity": 1, "relative_energy_ev": 1.001, "species": ["S", "C", "C", "Cl", "C", "Cl", "H", "H", "H", "H"], "xyz": [[-1.7188, -0.9134, -0.7193], [-0.5746, -0.1213, 0.4434], [0.9229, -0.2528, 0.0912], [1.3701, -1.1718, -1.3379], [0.3622, 1.1586, -0.0047], [0.0715, 1.9522, -1.5938], [-1.7833, -2.0490, 0.0068], [-1.0221, 0.0458, 1.4209], [1.5997, -0.4366, 0.8867], [0.7724, 1.7884, 0.8066]], "forces_ev_per_angstrom": [[-0.03, 0.55, 0.48], [1.17, 1.87, -1.33], [-1.18, 0.42, -0.14], [0.04, 0.27, 0.38], [-0.89, -2.07, -0.41], [0.36, -0.56, 1.30], [0.05, 0.19, -0.14], [0.70, -0.54, 0.09], [0.61, -0.05, 0.52], [-0.82, -0.08, -0.74]], "lowdin_charge": [0.682, -0.605, -0.747, 0.599, -0.628, 0.557, -0.125, 0.083, 0.078, 0.105]}